A 17-piece molecular cluster, C8H30B2O31 overall. Source: OMol25; level of theory: ωB97M-V/def2-TZVPD.

The geometry in ORCA input format:
```
! RIJCOSX wB97M-V def2-TZVPD def2/J DEFGRID3
* xyz -2 1
O 1.3302 -3.3132 -1.9817
C 0.4357 -3.6092 -1.2611
O -0.6721 -2.9075 -0.9914
B -1.4778 -3.6372 -0.0291
O -0.7738 -4.8682 0.2898
C 0.3564 -4.8955 -0.3636
O 1.1714 -5.7677 -0.3685
O -2.8519 -3.9361 -0.4986
C -3.7230 -3.7012 0.4548
O -4.8761 -4.0258 0.4434
C -2.9930 -2.9128 1.5306
O -1.7257 -2.7980 1.1878
O -3.5029 -2.4353 2.5067
O 1.8865 2.3584 -2.6974
C 1.2606 1.5581 -2.0557
O 0.1056 1.7792 -1.4849
B -0.2412 0.6348 -0.5913
O 0.8035 -0.3526 -0.8790
C 1.7606 0.1774 -1.5864
O 2.8106 -0.3134 -1.8824
O -0.3514 1.0399 0.8214
C -1.5866 0.8617 1.2406
O -2.0068 1.2047 2.3013
C -2.4072 0.3172 0.0788
O -1.5936 0.1601 -0.9576
O -3.5769 0.0905 0.0672
O 1.2657 4.9968 -3.3488
H 0.3149 4.8815 -3.4373
H 1.5741 4.1518 -2.9623
O 4.7714 2.4586 -2.1525
H 4.2087 2.3149 -2.9268
H 4.1795 2.8591 -1.5046
O 1.3447 3.3860 1.6409
H 1.1957 4.1312 2.2335
H 0.4944 3.2400 1.2075
O 1.6602 1.9267 3.4995
H 1.5606 2.4517 2.6897
H 1.6986 2.5748 4.2084
O -1.5705 3.7318 4.1495
H -1.8571 4.5094 4.6399
H -2.1501 3.6946 3.3795
O -0.9262 -1.5728 4.0469
H -1.1513 -2.3422 3.5161
H -1.7580 -1.0442 4.0621
O 1.5492 -0.7603 2.0864
H 0.9327 -0.1214 2.4772
H 1.1691 -1.6221 2.2864
O 5.8952 0.2064 -1.2294
H 5.5768 0.0502 -0.3325
H 5.3619 0.9785 -1.5584
O -3.2901 -0.1409 4.2744
H -4.2015 -0.4406 4.2082
H -3.1550 0.4199 3.4841
O -6.4686 0.9340 0.8559
H -5.6261 0.9057 0.3826
H -6.6778 0.0077 1.0134
O 3.4596 -2.0715 0.2952
H 3.3992 -1.7168 -0.6136
H 3.0753 -1.3620 0.8364
O 5.1111 -1.9973 -2.5904
H 5.1956 -1.0312 -2.4582
H 5.8708 -2.3549 -2.1264
O -2.2394 3.2824 -2.2787
H -1.6554 2.6969 -1.7698
H -2.0507 4.1640 -1.9416
O 0.4512 -1.3507 -4.2167
H 1.1970 -0.8206 -4.5174
H 0.8175 -1.9125 -3.5120
O -2.3478 -1.1853 -3.2716
H -2.3044 -0.7803 -2.3885
H -1.4619 -1.0356 -3.6296
*
```

Computed properties:
M ... 643.92 Da
Relative energy (zero: lowest compared OMol25 entry of this formula, charge and spin) ... 20.2 kcal/mol
HOMO energy ... -5.22 eV

---

A 7-piece molecular cluster, C8H30N4O7 overall. Source: OMol25; level of theory: ωB97M-V/def2-TZVPD.

The geometry in ORCA input format:
```
! RIJCOSX wB97M-V def2-TZVPD def2/J DEFGRID3
* xyz 0 1
C 13.1355 9.1143 20.6936
C 12.8479 9.5666 19.2620
O 14.0265 9.2267 18.5120
H 13.4377 8.0461 20.8002
H 12.2158 9.1620 21.2304
H 13.8042 9.8305 21.1723
H 12.5499 10.6194 19.2033
H 12.0433 9.0183 18.7885
H 14.0568 9.8976 17.8314
C 12.0935 6.1060 17.7060
O 10.9101 6.9588 17.5403
N 12.0813 4.7984 17.4603
N 13.2426 6.4703 18.2020
H 11.1634 4.6039 16.9306
H 12.9068 4.3775 17.0192
H 13.4483 7.4417 18.5261
H 13.7155 5.7695 18.7504
C 12.5336 10.2719 15.8202
O 11.4365 11.0802 15.9397
N 12.3941 8.9717 15.7045
N 13.7499 10.6769 15.8175
H 11.4365 8.6858 15.5250
H 13.0668 8.2585 15.6095
H 13.9401 11.7486 15.7937
H 14.6193 10.0918 15.8628
C 17.0426 9.3189 17.2200
O 16.0984 9.2260 16.2326
H 17.6712 8.4166 17.3059
H 16.5555 9.4872 18.1692
H 17.5376 10.2862 17.0621
H 15.7065 8.3408 16.2071
C 9.8954 11.1010 19.1708
O 9.9017 9.7581 18.7292
H 8.8387 11.4709 19.3177
H 10.3770 11.7713 18.4931
H 10.3501 11.2061 20.1865
H 9.5256 9.7143 17.8392
C 13.2157 5.0780 21.3659
O 13.8047 4.5168 20.1830
H 14.0921 5.4856 21.9380
H 12.6948 4.3310 21.9987
H 12.5557 5.9680 21.1587
H 13.1017 4.1301 19.6396
C 10.0953 7.4643 21.2561
O 9.6604 8.8164 21.2951
H 10.3886 7.0493 22.2194
H 10.9556 7.3074 20.5719
H 9.3545 6.7892 20.9005
H 9.8129 9.0793 20.3809
*
```

Computed properties:
M ... 294.35 Da
Relative energy (zero: lowest compared OMol25 entry of this formula, charge and spin) ... 1.8 kcal/mol
Structure (SMILES) ... NC(N)=O.NC(N)=O.CCO.CO.CO.CO.CO
HOMO energy ... -9.17 eV

---

C8H31B2O8SSr as an isolated structure. Source: OMol25; level of theory: ωB97M-V/def2-TZVPD.

The geometry in ORCA input format:
```
! RIJCOSX wB97M-V def2-TZVPD def2/J DEFGRID3
* xyz -3 1
Sr 0.6108 0.5587 -0.1931
B 2.0166 2.7629 0.2482
H 2.4764 2.2913 -0.6065
H 2.1061 2.0480 1.0514
H 2.5814 3.6545 0.4725
H 0.9712 2.9579 0.0653
B -2.1081 2.8593 0.2123
H -1.2474 2.3086 -0.1344
H -2.9194 2.1890 0.4504
H -1.8425 3.4207 1.0947
H -2.4470 3.5080 -0.5805
S -0.2462 3.0579 -2.7831
O 0.5644 2.8844 -3.9099
O 0.4024 4.0553 -1.8877
O -1.6312 3.3195 -3.0418
O -0.3614 1.8393 -2.0038
C -3.5301 -1.9694 0.2768
C -2.3499 -1.6658 -0.7616
O -1.9905 -0.3380 -0.9085
H -3.2877 -1.4551 1.2068
H -3.6064 -3.0031 0.6141
H -4.5395 -1.6843 -0.0196
H -2.6675 -2.1653 -1.6769
H -1.5730 -2.3675 -0.4580
C 1.0098 -2.4377 -3.0909
C 0.7982 -0.9336 -3.0931
O 1.7802 -0.1377 -2.3438
H 2.0570 -2.6516 -3.3048
H 0.2236 -2.9429 -3.6520
H 0.9357 -2.9484 -2.1308
H -0.1737 -0.5956 -2.7334
H 0.7934 -0.5366 -4.1082
H 2.4848 0.1377 -2.9348
C -1.3173 -0.5957 4.0494
C -1.3975 0.5049 2.9631
O -0.0946 0.5514 2.2975
H -1.9248 -0.4664 4.9451
H -0.3518 -0.6179 4.5547
H -1.4029 -1.5956 3.6239
H -1.5808 1.5068 3.3512
H -2.0983 0.3795 2.1377
H 0.4628 1.1504 2.7996
C 3.5680 -1.4923 1.0577
C 2.2253 -2.0050 1.4951
O 1.4427 -2.0536 0.3294
H 4.1733 -1.1676 1.9041
H 3.4461 -0.6357 0.3948
H 4.0443 -2.2773 0.4703
H 1.8383 -1.2682 2.1989
H 2.1952 -2.9601 2.0196
H 1.4818 -2.9778 0.0724
*
```

Computed properties:
M ... 396.64 Da
HOMO energy ... 3.53 eV

---

C8H31BNO9Zr as an isolated structure. Source: OMol25; level of theory: ωB97M-V/def2-TZVPD.

The geometry in ORCA input format:
```
! RIJCOSX wB97M-V def2-TZVPD def2/J DEFGRID3
* xyz -1 1
Zr -10.9842 -13.4651 6.7789
B -9.1798 -13.0470 8.0755
H -8.2109 -12.9237 8.7719
H -9.0447 -13.9719 7.3643
H -10.1507 -13.1763 8.7138
H -9.3553 -12.2049 7.2791
O -12.5403 -14.4762 5.5377
C -12.0482 -14.8381 4.2769
C -10.5290 -14.8903 4.1320
O -9.8734 -14.1387 5.0989
H -12.4046 -14.0873 3.5363
H -12.5696 -15.7548 3.9475
H -10.2258 -14.5585 3.1318
H -10.2393 -15.9512 4.2559
O -12.6669 -13.0527 8.0955
C -13.0006 -11.6792 8.0582
C -12.6583 -10.9662 6.7387
O -11.4844 -11.4686 6.1207
H -12.4847 -11.1954 8.9083
H -14.0892 -11.5766 8.2010
H -12.4252 -9.9056 6.9215
H -13.5027 -11.0700 6.0447
C -11.8962 -13.3782 11.7454
C -13.3817 -13.5174 12.0699
C -13.6574 -14.1565 13.4149
O -13.1188 -15.4636 13.4145
C -13.2664 -16.1090 14.6542
N -14.0921 -12.2254 11.9533
H -11.4094 -12.6597 12.4121
H -11.7667 -12.9194 10.7633
H -11.5398 -14.4044 11.7509
H -13.7372 -14.2677 11.3440
H -14.7498 -14.2471 13.5372
H -13.2749 -13.5763 14.2665
H -12.4328 -15.8238 15.3097
H -13.1598 -17.1744 14.4492
H -14.2211 -15.8965 15.1416
H -15.0730 -12.4170 11.7653
H -13.7774 -11.8235 11.0717
O -6.7484 -15.3316 7.6045
H -7.2866 -15.5724 8.3625
H -7.2982 -14.7005 7.1231
O -8.8381 -9.6283 5.5317
H -8.9159 -8.8191 5.0225
H -9.6527 -9.7008 6.0475
O -6.7678 -10.8239 7.1172
H -7.1976 -11.3783 7.7775
H -7.4781 -10.5829 6.5041
O -10.9715 -15.4417 7.8196
H -10.3132 -15.9075 8.3399
H -11.8295 -15.8368 8.0172
*
```

Computed properties:
M ... 387.37 Da
Relative energy (zero: lowest compared OMol25 entry of this formula, charge and spin) ... 0.0 kcal/mol
HOMO energy ... -5.11 eV

---

no.,F_max (eV/Å)
1,2.3
2,8.2
3,6.6
4,5.4